[1]
Below is a molecular structure, CH3BrP2, with properties calculated with ωB97M-V/def2-TZVPD.

Values from the calculation:
Gap between HOMO and LUMO (spin up / spin down): 7.60 / 7.60 eV
E_HOMO (spin up / spin down): -8.4 / -8.4 eV
LUMO (spin up / spin down): -0.8 / -0.8 eV

```
! wB97M-V def2-TZVPD RIJCOSX def2/J DEFGRID3
* xyz 0 1
C -0.962 -0.887 -0.275
P 1.062 1.318 0.525
P 1.758 -0.435 -0.211
Br -1.818 0.337 0.717
H -1.132 -0.813 -1.431
H -1.073 -1.832 0.009
H 2.166 2.312 0.668
*
```

[2]
Below is 2 unconnected molecules or ions with the total composition C32H38BNO2, with properties calculated with ωB97M-V/def2-TZVPD.

Values from the calculation:
Gap between HOMO and LUMO: 3.43 eV
E_HOMO: -6.3 eV
LUMO: -2.9 eV

```
! wB97M-V def2-TZVPD RIJCOSX def2/J DEFGRID3
* xyz 0 1
C -3.174 -4.139 -3.835
C -2.084 -3.954 -2.793
C -1.335 -5.272 -2.574
O -1.213 -2.937 -3.245
B -0.667 -2.355 -2.035
C 0.873 -2.991 -1.961
C 1.463 -3.247 -0.731
C 2.737 -3.846 -0.662
C 3.403 -4.221 -1.834
C 2.766 -4.040 -3.068
C 1.506 -3.418 -3.127
C -0.708 -0.693 -1.924
C -0.519 -0.126 -0.562
C -1.024 0.156 -2.893
O -1.449 -2.728 -0.875
C -2.604 -3.360 -1.375
C -3.724 -2.340 -1.591
C -3.001 -4.396 -0.333
H -3.930 -4.837 -3.463
H -3.642 -3.181 -4.079
H -2.733 -4.550 -4.748
H -2.053 -6.078 -2.373
H -0.769 -5.538 -3.473
H -0.629 -5.210 -1.735
H 0.936 -2.993 0.189
H 3.190 -4.025 0.315
H 4.401 -4.664 -1.788
H 3.235 -4.380 -3.992
H 1.026 -3.300 -4.098
H -0.526 -0.863 0.242
H 0.427 0.429 -0.566
H -1.311 0.620 -0.379
H -1.097 1.226 -2.695
H -1.172 -0.172 -3.925
H -4.674 -2.866 -1.755
H -3.831 -1.698 -0.709
H -3.512 -1.705 -2.461
H -3.899 -4.934 -0.652
H -2.184 -5.107 -0.171
H -3.207 -3.887 0.618
C -3.131 3.560 1.330
C -2.021 3.907 2.229
N -2.182 4.765 3.257
C -0.990 4.942 3.962
C -0.015 4.123 3.355
C 1.233 3.989 3.958
C 1.511 4.746 5.105
C 0.532 5.587 5.676
C -0.752 5.678 5.112
C -0.660 3.479 2.200
C -0.063 2.595 1.305
C 1.355 2.590 1.068
C 2.103 3.808 1.063
C 3.475 3.797 0.881
C 4.163 2.599 0.658
C 5.655 2.598 0.569
C 3.439 1.403 0.585
C 2.084 1.380 0.868
H -2.730 3.058 0.445
H -3.853 2.879 1.808
H -3.675 4.458 1.013
H -3.059 5.216 3.489
H 1.974 3.301 3.537
H 2.501 4.675 5.563
H 0.777 6.161 6.567
H -1.553 6.286 5.525
H -0.701 1.837 0.861
H 1.594 4.761 1.231
H 4.046 4.728 0.920
H 6.021 1.599 0.314
H 6.022 3.307 -0.184
H 6.089 2.897 1.534
H 3.960 0.482 0.327
H 1.560 0.424 0.989
*
```

[3]
Below is 2 unconnected molecules or ions with the total composition C3H6N2OS, with properties calculated with ωB97M-V/def2-TZVPD.

Values from the calculation:
Gap between HOMO and LUMO (spin up / spin down): 7.53 / 7.17 eV
E_HOMO (spin up / spin down): -8.2 / -8.3 eV
LUMO (spin up / spin down): -0.6 / -1.1 eV

```
! wB97M-V def2-TZVPD RIJCOSX def2/J DEFGRID3
* xyz 0 1
C -1.000 2.142 -0.391
C -0.703 0.873 -0.300
C -0.685 -0.486 -0.146
N -1.334 -0.898 1.079
N 2.377 -1.104 -0.341
O -0.154 -1.312 -0.904
S 1.954 -0.009 0.778
H -0.465 3.008 0.155
H -1.665 2.426 -1.083
H -1.448 -0.471 1.965
H -1.576 -1.833 1.177
H 3.151 -0.838 -0.953
H 1.549 -1.496 -1.034
*
```

[4]
Below is a single C4H8N2O molecule, with properties calculated with ωB97M-V/def2-TZVPD.

Values from the calculation:
Gap between HOMO and LUMO: 10.13 eV
E_HOMO: -9.1 eV
LUMO: 1.0 eV
Structure (SMILES): C[C@H]1NC/C1=N\O

```
! wB97M-V def2-TZVPD RIJCOSX def2/J DEFGRID3
* xyz 0 1
C 1.394 -1.342 0.531
C 0.197 -0.936 -0.346
N -0.921 -0.915 0.639
C -1.023 0.556 0.581
C -0.064 0.562 -0.573
N 0.250 1.453 -1.419
O -0.395 2.648 -1.053
H 0.985 -2.004 1.306
H 1.772 -0.463 1.063
H 2.208 -1.855 0.020
H 0.061 -1.554 -1.249
H -1.743 -1.428 0.360
H -0.589 1.036 1.468
H -2.019 0.960 0.396
H -0.114 3.282 -1.725
*
```

| no. | E (eV) |
| --- | --- |
| 1 | -89701.6641 |
| 2 | -40061.0342 |
| 3 | -19066.7545 |
| 4 | -9302.4348 |